*1*
Molecular formula: C29H33Cl3N2O2TeTi
Method: DFT, the ωB97M-V functional and the def2-TZVPD basis

Geometry as XYZ:
```
71
C29H33Cl3N2O2TeTi (the ωB97M-V functional and the def2-TZVPD basis)
Ti -0.471 0.477 0.415
C -1.327 1.616 2.398
C -2.141 0.507 2.118
C -1.358 -0.664 2.241
C -0.051 -0.268 2.620
C -0.033 1.143 2.700
H -1.617 2.652 2.319
H -3.159 0.544 1.768
H -1.689 -1.672 2.051
H 0.772 -0.930 2.836
H 0.837 1.751 2.887
Cl -2.603 2.690 -3.662
C -1.994 3.580 -2.327
Cl -3.030 4.756 -1.622
Cl -0.166 4.949 -3.413
C -1.167 2.891 -1.444
N -0.489 2.347 -0.678
C -2.196 -1.131 -2.606
C -1.548 -0.690 -1.323
O -2.258 0.100 -0.550
N -0.348 -0.986 -0.926
Te 1.389 -2.560 -3.109
C 2.388 -3.646 -4.661
C 3.244 -3.024 -5.578
C 3.572 -1.558 -5.519
C 3.829 -3.786 -6.591
C 3.607 -5.146 -6.712
C 4.237 -5.948 -7.819
C 2.782 -5.755 -5.774
C 2.171 -5.032 -4.757
C 1.283 -5.770 -3.789
C 0.556 -1.108 -4.410
C -0.263 -1.507 -5.471
C -0.597 -2.946 -5.759
C -0.810 -0.527 -6.300
C -0.578 0.824 -6.093
C -1.189 1.878 -6.975
C 0.228 1.196 -5.024
C 0.803 0.254 -4.181
C 1.664 0.745 -3.051
H -3.270 -1.240 -2.451
H -1.760 -2.064 -2.958
H -2.037 -0.365 -3.369
H 3.720 -1.236 -4.487
H 2.763 -0.949 -5.926
H 4.479 -1.348 -6.086
H 4.486 -3.291 -7.300
H 4.943 -5.344 -8.388
H 3.480 -6.321 -8.514
H 4.772 -6.814 -7.426
H 2.603 -6.825 -5.837
H 1.236 -6.828 -4.045
H 0.271 -5.361 -3.793
H 1.646 -5.687 -2.762
H -0.842 -3.486 -4.842
H 0.243 -3.469 -6.221
H -1.450 -3.006 -6.436
H -1.450 -0.837 -7.120
H -1.826 1.434 -7.741
H -0.413 2.464 -7.472
H -1.777 2.579 -6.382
H 0.385 2.250 -4.821
H 1.605 1.830 -2.968
H 2.709 0.461 -3.200
H 1.342 0.311 -2.107
C 2.385 -1.311 0.483
C 1.488 -0.119 0.532
O 1.871 1.035 0.477
H 2.733 -1.420 -0.547
H 1.843 -2.216 0.749
H 3.251 -1.156 1.131
```

Output
Total charge = -1
⟨S²⟩ = 0.756
Frontier orbital gap (spin up / spin down) = 6.9 / 7.0 eV
LUMO (spin up / spin down) = 0.0797 / 0.0667 Eh
2S+1 = 2

*2*
Molecular formula: C29H33Cl3N2O2TeTi
Method: DFT, the ωB97M-V functional and the def2-TZVPD basis

Geometry as XYZ:
```
71
C29H33Cl3N2O2TeTi (the ωB97M-V functional and the def2-TZVPD basis)
Ti 0.242 0.435 -0.140
C -0.728 -1.689 0.312
C 0.429 -1.989 -0.439
C 1.551 -1.616 0.328
C 1.091 -1.072 1.545
C -0.319 -1.127 1.541
H -1.748 -1.800 -0.020
H 0.437 -2.373 -1.448
H 2.582 -1.663 0.016
H 1.705 -0.629 2.313
H -0.980 -0.735 2.299
Cl 0.509 5.800 1.339
C 1.584 4.461 1.128
Cl 3.256 4.837 0.812
Cl 1.583 2.642 -2.373
C 1.158 3.194 1.101
N 0.818 2.063 1.040
C -2.694 1.597 -2.285
C -1.658 1.010 -1.363
O -0.625 0.396 -1.988
N -1.654 1.068 -0.090
Te -4.178 0.656 1.119
C -6.180 0.549 1.899
C -7.171 -0.099 1.148
C -6.875 -0.768 -0.172
C -8.487 -0.117 1.605
C -8.856 0.486 2.797
C -10.282 0.461 3.278
C -7.861 1.096 3.548
C -6.535 1.128 3.128
C -5.519 1.788 4.020
C -4.084 2.764 1.298
C -5.005 3.570 0.622
C -6.096 3.016 -0.256
C -4.919 4.956 0.763
C -3.946 5.553 1.546
C -3.838 7.049 1.661
C -3.043 4.730 2.208
C -3.092 3.347 2.100
C -2.076 2.532 2.850
H -2.197 2.149 -3.083
H -3.366 2.254 -1.736
H -3.273 0.793 -2.747
H -5.959 -1.356 -0.147
H -6.743 -0.026 -0.964
H -7.697 -1.427 -0.453
H -9.244 -0.619 1.010
H -10.942 0.017 2.533
H -10.646 1.469 3.491
H -10.379 -0.120 4.198
H -8.120 1.557 4.497
H -5.929 1.945 5.018
H -5.205 2.755 3.621
H -4.621 1.173 4.100
H -5.721 2.206 -0.884
H -6.499 3.800 -0.898
H -6.915 2.603 0.338
H -5.629 5.580 0.228
H -4.633 7.547 1.105
H -2.879 7.402 1.275
H -3.900 7.371 2.703
H -2.260 5.179 2.809
H -1.372 3.185 3.366
H -1.513 1.901 2.162
H -2.559 1.884 3.586
C 2.196 0.061 -3.043
C 2.165 1.026 -1.907
O 2.555 0.860 -0.791
H 2.931 0.405 -3.772
H 1.209 0.038 -3.503
H 2.472 -0.920 -2.661
```

Output
Total charge = -1
⟨S²⟩ = 0.755
Frontier orbital gap (spin up / spin down) = 6.5 / 6.6 eV
LUMO (spin up / spin down) = 0.0882 / 0.0880 Eh
2S+1 = 2

So which one is most stable? That would be *2*, about 74.1 kJ/mol below the next structure.